1.
{"formula": "C3H7N3O", "method": "ωB97M-V with the def2-TZVPD basis set", "mol_weight_g_mol": 101.11, "relative_energy_kcal_mol": 79.69, "gap_ev": [4.322, 7.043], "s_squared": 2.01, "e_homo_ha": [-0.124, -0.353], "multiplicity": 3, "lumo_energy_ha": [0.0347, -0.0945], "total_charge": 0, "elements": ["C", "C", "C", "N", "N", "N", "O", "H", "H", "H", "H", "H", "H", "H"], "coordinates": [[-1.641, 0.269, 0.061], [0.044, -1.751, -0.176], [1.366, 0.929, 0.386], [-0.930, 1.431, -0.290], [-0.372, -0.429, 0.146], [0.243, 0.639, -0.520], [-2.733, -0.074, 0.349], [0.062, -1.940, -1.211], [0.987, -1.819, 0.187], [-0.683, -2.543, 0.056], [1.847, -0.005, 0.682], [2.115, 1.604, 0.018], [1.036, 1.509, 1.169], [-1.341, 2.180, -0.856]]}

=====

2.
{"formula": "C9H11NO", "method": "ωB97M-V with the def2-TZVPD basis set", "mol_weight_g_mol": 149.19, "relative_energy_kcal_mol": 135.46, "gap_ev": 8.655, "e_homo_ha": -0.298, "lumo_energy_ha": 0.0198, "total_charge": 0, "elements": ["C", "C", "C", "C", "C", "C", "C", "C", "C", "H", "H", "H", "H", "H", "H", "H", "H", "H", "H", "H", "N", "O"], "coordinates": [[4.027, 0.448, -0.050], [2.681, -0.155, 0.012], [0.197, 0.343, 0.071], [-0.724, 1.441, 0.006], [-2.071, 1.212, 0.020], [-2.612, -0.137, -0.012], [-4.160, -0.374, -0.027], [-1.607, -1.040, -0.016], [-0.363, -1.005, 0.055], [3.918, 1.608, -0.149], [4.496, 0.390, 1.270], [4.798, -0.123, -0.801], [1.355, 1.509, -0.132], [-0.348, 2.486, -0.084], [-2.830, 1.959, -0.053], [-4.532, -1.466, 0.188], [-4.670, 0.543, 0.567], [-4.547, -0.373, -0.842], [-1.942, -2.157, -0.007], [0.323, -1.760, 0.337], [1.542, 0.699, -0.040], [2.620, -1.488, -0.046]]}

=====

3.
{"formula": "C22H17Cl2O3S", "method": "ωB97M-V with the def2-TZVPD basis set", "mol_weight_g_mol": 432.35, "relative_energy_kcal_mol": 0.00, "gap_ev": 5.356, "e_homo_ha": -0.112, "lumo_energy_ha": 0.0853, "total_charge": -1, "smiles": "O=S(=O)(c1ccc(Cl)cc1)[C@@H](Cl)[C@H](/C=C(\\[O-])c1ccccc1)c1ccccc1", "elements": ["Cl", "C", "C", "C", "C", "S", "C", "Cl", "O", "O", "C", "C", "H", "H", "H", "H", "H", "C", "C", "C", "C", "C", "C", "C", "C", "C", "C", "C", "C", "C", "O", "C", "C", "H", "H", "H", "H", "H", "H", "H", "H", "H", "H", "H", "H"], "coordinates": [[-8.333, 0.920, 0.748], [-6.645, 0.864, 0.483], [-5.972, -0.366, 0.443], [-4.593, -0.399, 0.164], [-3.885, 0.786, -0.084], [-2.080, 0.806, -0.648], [-0.825, 0.716, 0.805], [-1.391, -0.567, 1.887], [-1.846, -0.342, -1.475], [-1.932, 2.147, -1.185], [-4.559, 2.004, -0.001], [-5.935, 2.055, 0.280], [-6.537, -1.283, 0.601], [-4.074, -1.359, 0.131], [-1.028, 1.693, 1.290], [-4.025, 2.934, -0.175], [-6.452, 3.012, 0.310], [4.022, -3.180, -3.770], [4.168, -3.033, -2.384], [3.437, -2.052, -1.694], [2.485, -1.260, -2.357], [1.553, -0.258, -1.688], [1.232, -0.453, -0.309], [0.676, 0.660, 0.502], [1.431, 0.810, 1.854], [1.833, 2.092, 2.228], [2.636, 2.273, 3.360], [2.989, 1.159, 4.143], [2.518, -0.117, 3.801], [1.723, -0.296, 2.661], [1.155, 0.726, -2.354], [2.447, -1.335, -3.760], [3.174, -2.296, -4.461], [4.554, -3.959, -4.315], [4.862, -3.695, -1.852], [3.596, -1.909, -0.620], [1.613, -1.328, 0.219], [0.943, 1.547, -0.068], [1.511, 2.936, 1.622], [2.965, 3.285, 3.625], [3.629, 1.310, 5.028], [2.757, -0.985, 4.427], [1.323, -1.280, 2.433], [1.807, -0.630, -4.295], [3.074, -2.350, -5.551]]}

=====

Max |F| values, unit eV Å⁻¹, following the record order: 5.8 15.6 2.3.